# 1
The following is a DFT calculation (ωB97M-V with the def2-TZVPD basis set) of C21H43BIrO2P2 as an isolated structure at a distorted geometry.

Element x y z (Å)
Ir  0.00  1.02  -0.83
P  1.18  -2.60  -0.23
P  -1.54  2.50  0.55
O  0.64  -1.26  1.46
O  1.28  0.85  2.14
C  1.39  -1.47  2.75
C  -1.30  2.83  2.25
C  -0.40  -0.74  -3.37
C  0.18  2.34  -3.79
C  1.36  0.00  3.30
C  0.68  -4.25  0.24
C  -1.79  1.62  -2.36
C  2.67  -2.36  -1.41
C  1.15  1.15  -4.00
C  -0.48  2.11  -2.41
C  0.85  -2.56  3.67
C  -0.64  -2.33  -0.62
C  -0.95  -0.81  -0.73
C  -3.33  2.15  0.37
C  -2.51  0.82  -3.43
C  2.78  -2.03  2.52
C  -1.69  -0.32  -4.08
C  2.58  0.33  4.17
C  0.16  0.15  4.18
C  0.72  0.02  -3.09
C  -1.35  4.04  -0.48
B  0.71  0.22  0.99
H  0.69  3.32  -3.79
H  -1.85  2.02  2.77
H  -1.46  -0.12  -5.13
H  1.51  -2.52  4.54
H  1.15  0.84  -5.07
H  3.43  -3.08  -1.06
H  -1.27  -2.70  0.25
H  -0.32  4.11  -0.89
H  -3.49  1.06  0.55
H  0.30  -0.41  5.11
H  2.49  1.29  4.68
H  2.14  1.53  -3.75
H  0.87  -4.41  1.31
H  2.69  -3.00  2.02
H  3.23  -2.26  3.50
H  0.05  1.18  4.51
H  -0.21  2.99  -1.79
H  -2.04  3.90  -1.30
H  -1.92  -0.61  -0.19
H  -3.93  2.79  1.04
H  -3.59  2.42  -0.66
H  -0.54  2.47  -4.63
H  -1.45  -0.61  -1.78
H  3.09  -1.34  -1.25
H  2.61  -0.39  5.01
H  1.18  -4.98  -0.39
H  -0.44  -1.87  -3.28
H  -2.84  1.53  -4.23
H  -1.59  5.00  0.00
H  -1.01  -2.88  -1.51
H  -0.26  2.77  2.64
H  -0.76  -0.17  3.68
H  -2.48  2.12  -1.67
H  -2.35  -1.20  -4.13
H  2.44  -2.54  -2.48
H  3.56  0.37  3.66
H  -0.40  -4.35  0.08
H  0.96  -3.57  3.25
H  -3.46  0.39  -3.02
H  -0.20  -2.54  3.97
H  1.49  -0.38  -2.41
H  3.43  -1.37  1.93
H  -1.85  3.79  2.19

Properties
* spin multiplicity: 6
* orbital gap (spin up / spin down): 6.195 / 5.842 eV
* charge: +2
* <S²>: 8.77
* F_max: 6.13 eV/A
* highest occupied orbital energy (spin up / spin down): -0.4424 / -0.5409 Ha
* energy relative to the best compared isomer or geometry (same formula, charge and spin): 108.9 kcal/mol
* E_LUMO (spin up / spin down): -5.84 / -8.88 eV



# 2
The following is a DFT calculation (ωB97M-V with the def2-TZVPD basis set) of a 13-piece molecular cluster, C21H43Cl24IN4P overall at a distorted geometry.

Element x y z (Å)
I  -2.91  -3.23  -1.96
Cl  1.77  -0.42  7.49
Cl  3.47  3.50  -1.80
Cl  -1.16  -1.72  2.10
Cl  -7.85  -3.77  7.59
Cl  9.41  -1.19  -4.81
Cl  -0.51  2.23  4.28
Cl  0.09  -3.78  0.45
Cl  5.52  5.30  -0.78
Cl  0.86  -1.22  4.80
Cl  4.32  9.11  1.67
Cl  -1.77  -0.03  6.62
Cl  2.93  2.74  2.28
Cl  -8.46  -3.95  -2.08
Cl  -7.04  0.79  -1.23
Cl  -6.97  -0.32  1.49
Cl  5.00  1.10  -4.24
Cl  3.03  6.67  2.69
Cl  9.56  0.03  -2.15
Cl  -5.38  -5.32  7.94
Cl  -10.41  -2.40  -0.52
Cl  5.88  -1.49  -3.16
Cl  -4.36  -1.14  5.79
Cl  -1.89  4.47  5.57
Cl  4.85  1.24  0.61
P  0.43  1.48  -2.68
N  0.90  1.29  -1.23
N  -1.01  0.66  -3.20
N  -2.38  -1.07  -4.03
N  -0.10  -1.43  -3.88
C  -3.36  -1.36  -2.99
C  -1.14  -0.58  -3.66
C  -3.65  -0.22  -2.01
C  -0.58  -2.38  -4.91
C  6.33  -0.08  -4.12
C  -7.08  1.15  0.51
C  2.07  -1.88  -2.79
C  4.58  2.66  1.65
C  -0.39  3.54  5.45
C  -6.32  -4.26  6.87
C  -2.10  -2.07  -5.06
C  9.95  -1.39  -3.14
C  -2.79  -0.12  -0.74
C  -8.71  -2.75  -0.80
C  2.78  -0.92  -2.14
C  3.60  7.55  1.26
C  0.58  -2.06  -2.68
C  2.23  -1.10  5.93
C  -2.60  -1.23  5.63
C  0.33  -2.60  1.75
C  5.19  3.91  -1.82
H  -2.28  -2.21  5.93
H  -5.73  -3.38  6.67
H  2.62  -2.09  6.08
H  -0.13  -2.08  -5.85
H  2.77  -0.81  -1.05
H  2.97  -0.45  5.47
H  -8.28  -3.15  0.12
H  -2.22  -1.60  -6.04
H  -1.87  1.19  -3.17
H  1.08  -1.89  1.43
H  -2.79  -2.92  -5.01
H  6.59  -0.40  -5.12
H  -4.70  -0.31  -1.72
H  -0.18  3.11  6.42
H  -0.33  -3.42  -4.69
H  -2.49  0.93  -0.57
H  4.76  3.55  1.06
H  2.59  -2.60  -3.43
H  0.16  -1.67  -1.75
H  2.74  7.72  0.62
H  0.36  0.66  -0.65
H  1.33  1.12  -3.70
H  0.65  -3.13  2.64
H  -6.53  -4.81  5.96
H  -8.02  1.65  0.73
H  11.02  -1.53  -3.14
H  5.49  4.14  -2.83
H  5.27  2.60  2.49
H  -8.21  -1.84  -1.09
H  0.40  4.21  5.14
H  -3.36  -0.40  0.14
H  -2.35  -1.04  4.59
H  9.44  -2.25  -2.72
H  7.18  0.40  -3.65
H  -6.24  1.78  0.75
H  0.04  2.79  -2.96
H  0.30  -3.12  -2.73
H  -1.87  -0.70  -0.79
H  -3.60  0.72  -2.58
H  3.38  -0.19  -2.68
H  -4.29  -1.61  -3.51
H  4.34  6.95  0.76
H  5.73  3.06  -1.43

Properties
* spin multiplicity: 1
* orbital gap: 7.435 eV
* charge: +1
* F_max: 1.79 eV/A
* highest occupied orbital energy: -0.4037 Ha
* E_LUMO: -3.55 eV



# 3
The following is a DFT calculation (ωB97M-V with the def2-TZVPD basis set) of C21H43GdN2OP3 as an isolated structure at a distorted geometry.

Element x y z (Å)
Gd  -0.34  0.21  0.45
P  1.57  -0.96  2.36
P  1.87  2.14  0.56
P  -0.79  -2.67  0.30
O  -0.46  0.55  -1.63
N  -1.68  0.53  2.39
N  -2.11  1.40  4.38
C  0.68  0.11  -3.70
C  -1.21  1.31  3.40
C  -1.42  1.65  -7.37
C  -1.72  0.59  -3.60
C  -3.23  0.64  4.01
C  1.26  3.23  -0.79
C  -1.94  -0.17  -4.75
C  -2.38  2.10  -6.54
C  -1.97  2.18  5.62
C  -0.46  0.45  -2.94
C  -0.85  -0.78  -5.38
C  2.34  3.37  1.84
C  0.93  -2.19  3.55
C  0.49  -3.81  -0.35
C  -2.95  0.10  2.79
C  3.52  1.65  -0.11
C  -1.63  -3.72  1.54
C  2.98  -1.83  1.55
C  0.45  -0.49  -4.93
C  2.43  0.21  3.46
C  -2.02  -2.67  -1.07
H  0.78  -1.67  4.51
H  -2.47  -3.67  -1.14
H  1.06  -4.26  0.48
H  -3.30  1.51  -6.41
H  1.32  2.71  -1.76
H  -2.94  -0.19  -5.22
H  -4.07  0.57  4.66
H  3.51  -1.13  0.88
H  -2.95  2.18  6.12
H  3.36  1.07  -1.03
H  1.69  0.25  -3.29
H  1.32  -0.77  -5.53
H  -1.20  1.74  6.28
H  1.70  0.61  4.18
H  4.07  1.02  0.61
H  2.60  -2.68  0.96
H  2.89  1.03  2.90
H  1.26  -0.59  -0.51
H  -1.56  0.77  -8.02
H  2.42  2.91  2.83
H  -0.24  1.80  3.40
H  3.21  -0.36  3.99
H  -1.01  -1.40  -6.27
H  4.10  2.55  -0.34
H  -2.51  1.14  -3.06
H  1.18  -3.26  -1.00
H  -2.31  -4.40  1.01
H  3.30  3.85  1.59
H  -3.52  -0.55  2.14
H  1.86  4.14  -0.82
H  -0.89  -4.30  2.10
H  1.55  4.14  1.88
H  -0.02  -4.60  -0.92
H  -1.67  3.22  5.39
H  -2.81  -1.94  -0.84
H  0.21  3.49  -0.60
H  3.66  -2.19  2.33
H  -2.40  3.09  -6.06
H  -2.20  -3.09  2.23
H  -0.03  -2.60  3.21
H  -0.47  2.17  -7.54
H  1.67  -2.99  3.67
H  -1.53  -2.40  -2.02

Properties
* spin multiplicity: 8
* orbital gap (spin up / spin down): 4.478 / 5.036 eV
* charge: +3
* <S²>: 16.38
* F_max: 1.99 eV/A
* highest occupied orbital energy (spin up / spin down): -0.6040 / -0.5950 Ha
* energy relative to the best compared isomer or geometry (same formula, charge and spin): 141.0 kcal/mol
* E_LUMO (spin up / spin down): -11.96 / -11.16 eV